Entry 1:
A cluster of 2 separate species, C31H51BBr2N4O4P in total at a distorted geometry. Source: the Open Molecules 2025 dataset; level of theory: wB97M-V/def2-TZVPD.

Each line ends with the Löwdin charge.
Atoms and positions in Å:
C: 0.96765 -2.54119 -2.96560  0.0718
C: 0.15245 -1.66910 -2.71540  -0.1478
C: -0.94890 -0.66493 -2.24638  -0.2068
C: -2.15437 -0.51196 -3.27054  -0.1624
C: -3.55790 -0.16073 -2.55870  -0.1183
N: -3.88730 -1.08644 -1.42995  -0.0199
C: -3.66667 -2.45407 -1.70614  0.0603
C: -3.91054 -3.53896 -0.69437  -0.0488
C: -3.63335 -5.04695 -1.08498  -0.1771
N: -4.93586 -5.59768 -1.58132  0.0112
C: -4.41059 -3.09141 0.63937  0.0127
C: -4.63348 -4.20782 1.74737  -0.4128
O: -3.80861 -4.23057 2.63343  0.1603
O: -5.74272 -5.06283 1.70751  0.1519
B: -5.39285 -6.43572 1.48063  -0.6421
N: -6.44115 -7.37536 0.96257  0.1388
O: -4.12263 -6.99458 1.75130  0.1363
C: -4.66074 -1.61690 0.93538  -0.1858
P: -5.26654 -1.27460 2.67577  0.9488
C: -6.94858 -2.17270 2.75379  -0.2227
O: -5.65181 0.33645 2.97576  -0.3378
C: -4.38892 -0.64573 -0.17317  -0.0798
C: -4.68008 0.89504 0.10091  -0.1228
C: -3.57111 1.59039 0.99591  -0.1690
C: -2.08826 1.47447 0.36765  -0.1765
C: -1.43795 2.92107 0.27675  -0.1981
C: 0.17039 2.85481 0.36587  -0.1819
C: 0.73702 2.63422 -1.12191  -0.2076
C: 1.76306 3.84706 -1.40038  -0.2066
C: 3.05635 3.62671 -0.49077  -0.1983
C: 4.23406 3.05459 -1.41619  -0.1894
C: 5.53232 3.96336 -1.22537  -0.2123
C: 6.73598 3.11911 -0.56630  -0.1742
C: 7.94667 4.16099 -0.39896  -0.1669
N: 9.17419 3.54261 0.12157  -0.1561
C: 9.49829 3.37958 1.49315  -0.1081
C: 10.80987 2.70541 1.70880  -0.0728
C: 11.27646 2.45620 0.27767  -0.0981
C: 10.25062 3.00792 -0.63162  -0.1023
H: 1.69292 -3.39429 -2.89573  0.0632
H: -1.30150 -0.99475 -1.22230  0.0879
H: -0.47336 0.36691 -2.15296  0.0914
H: -2.24214 -1.43665 -3.93096  0.1098
H: -1.92173 0.34406 -3.97410  0.1293
H: -4.36737 -0.28619 -3.34692  0.1502
H: -3.46761 0.91713 -2.26011  0.1146
H: -3.30444 -2.81868 -2.71085  0.1444
H: -3.19992 -5.65144 -0.24058  0.1249
H: -2.93939 -5.00450 -1.98949  0.1244
H: -4.94509 -6.61937 -1.52476  0.0791
H: -5.14677 -5.26407 -2.52302  0.0827
H: -6.80697 -7.06320 0.05796  0.0624
H: -7.17796 -7.41220 1.67818  0.0836
H: -3.85070 -7.60605 1.04018  0.1168
H: -7.79808 -1.48019 3.01212  0.0595
H: -6.83112 -2.90439 3.61882  0.0576
H: -7.10051 -2.77990 1.81654  0.0457
H: -4.96259 0.76408 3.51873  0.0539
H: -4.77767 1.49994 -0.84804  0.1152
H: -5.72305 0.91166 0.56114  0.1229
H: -3.81201 2.70280 1.03009  0.1214
H: -3.49085 1.20101 2.04789  0.0909
H: -2.12112 1.00944 -0.65574  0.0665
H: -1.45815 0.87840 1.10783  0.1123
H: -1.76105 3.38546 -0.70851  0.1130
H: -1.79787 3.62835 1.08761  0.1106
H: 0.58411 3.82879 0.75806  0.1086
H: 0.51702 2.00618 1.04067  0.0875
H: -0.09242 2.72033 -1.89268  0.0942
H: 1.28830 1.64152 -1.23366  0.1088
H: 1.99108 3.89379 -2.50927  0.1038
H: 1.24154 4.81098 -1.12036  0.1060
H: 3.30451 4.62509 -0.01877  0.1060
H: 2.89986 2.89104 0.35258  0.0696
H: 3.92370 2.95430 -2.50605  0.1074
H: 4.47881 2.00752 -1.06425  0.1004
H: 5.37393 4.86152 -0.55580  0.1021
H: 5.87739 4.33877 -2.23721  0.1097
H: 7.02510 2.28219 -1.28392  0.1211
H: 6.39632 2.68873 0.42666  0.1133
H: 7.57333 4.97147 0.29646  0.1275
H: 8.08735 4.65305 -1.41252  0.1313
H: 8.81888 3.73139 2.31697  0.1083
H: 11.31828 2.46502 2.67721  0.0828
H: 12.24705 1.94884 0.00045  0.0855
H: 10.29814 3.00417 -1.75981  0.1129
Br: 3.62004 0.66741 2.51290  0.6284
C: 1.96039 -0.14379 3.13178  -0.6921
C: 1.80753 -1.54905 2.60670  -0.6791
Br: 1.26597 -1.54808 0.73415  0.6277
H: 1.15111 0.51875 2.82877  0.0296
H: 2.03392 -0.14680 4.21946  0.0613
H: 1.00817 -2.07084 3.13370  0.0588
H: 2.72229 -2.13541 2.67167  0.0554

Calculated values
- HOMO (eV) = -8.9
- gap between HOMO and LUMO (eV) = 4.7
- total energy (eV) = -197164.3886
- net charge = +1

Entry 2:
A cluster of 3 separate species, C31H51BClN4O2S2 in total at a distorted geometry. Source: the Open Molecules 2025 dataset; level of theory: wB97M-V/def2-TZVPD.

Each line ends with the Löwdin charge.
Atoms and positions in Å:
O: -0.76845 2.40808 0.62073  0.0788
B: -1.48095 2.43298 1.88251  -0.5242
O: -1.06122 3.49289 2.79056  0.0971
C: -2.62709 1.36585 2.33013  0.0001
C: -3.30200 0.56237 1.13306  -0.0299
C: -3.23488 -0.96517 0.81184  -0.0705
C: -2.47389 -2.13307 1.58570  -0.1252
C: -1.03583 -1.72725 2.16877  -0.1760
C: -0.04917 -1.05080 1.11431  -0.1755
C: 0.97836 -0.01042 1.68894  -0.0322
C: 2.02745 0.75390 0.84364  -0.0467
C: 2.07271 0.48064 -0.68471  -0.0476
C: 1.07404 -0.57644 -1.29223  -0.0444
C: 0.01982 -1.34576 -0.40727  -0.0285
N: -4.04612 -1.24205 -0.36156  0.1127
C: -4.62566 -0.02625 -0.88112  -0.4829
Cl: -5.72439 0.16555 -2.32482  0.7130
N: -4.14045 0.99762 0.03015  -0.0560
C: -4.53460 2.42167 -0.22758  -0.1181
C: -3.87296 2.87549 -1.62473  -0.2409
C: -2.74024 4.03020 -1.47260  -0.4474
S: -2.73707 4.95111 -3.11668  0.8224
C: -1.33088 4.24980 -4.14432  -0.9526
S: -1.63144 3.28412 -5.50285  0.6480
N: 0.08840 4.50669 -3.84206  -0.1691
C: 1.23221 4.62877 -4.75083  -0.0738
C: 2.54872 4.94070 -4.00679  -0.0683
N: 2.11418 4.97764 -2.59361  -0.0076
C: 0.70786 4.70726 -2.52110  -0.1118
H: -1.00510 1.60620 0.10222  0.0864
H: -1.83497 3.85602 3.27301  0.1032
H: -2.20243 0.70689 3.16031  0.1223
H: -3.47480 1.98714 2.82389  0.1361
H: -3.14418 -2.55678 2.42004  0.1333
H: -2.31531 -3.01225 0.84956  0.1246
H: -1.16228 -1.09985 3.12008  0.0978
H: -0.52558 -2.70903 2.51511  0.1297
H: 0.94968 0.21853 2.81678  0.0968
H: 2.74750 1.53582 1.28840  0.1118
H: 2.84744 1.04596 -1.30328  0.0973
H: 1.18281 -0.75372 -2.41675  0.0781
H: -0.69786 -2.11513 -0.85403  0.0842
H: -4.24439 -2.11657 -0.86671  0.1688
H: -4.17764 3.08166 0.65488  0.1406
H: -5.68072 2.45408 -0.22234  0.1400
H: -3.36021 2.01613 -2.19965  0.1158
H: -4.74811 3.21387 -2.30347  0.1055
H: -2.90015 4.71549 -0.57539  0.0990
H: -1.73147 3.47172 -1.44600  0.0597
H: 1.19493 4.51735 -5.88911  0.1027
H: 3.60814 5.09559 -4.38358  0.1025
H: 0.10909 4.64907 -1.55738  0.1117
C: 0.92708 -2.69449 5.48750  -0.1064
C: 0.19058 -1.79305 6.46814  -0.2682
C: 0.66744 -0.34040 6.42652  -0.2316
C: 2.13425 -0.12403 6.81138  -0.2265
C: 2.52240 -0.63026 8.20236  -0.2687
C: 1.77596 0.07469 9.32695  -0.1114
H: 1.99412 -2.75104 5.71192  0.0728
H: 0.52517 -3.71073 5.53569  0.0754
H: 0.80798 -2.33271 4.46203  0.0465
H: 0.28137 -2.19811 7.48090  0.1032
H: -0.87815 -1.81461 6.22623  0.0991
H: 0.02598 0.25927 7.08121  0.1020
H: 0.51472 0.05501 5.41409  0.0872
H: 2.35331 0.94796 6.75018  0.1111
H: 2.78075 -0.60486 6.07000  0.1015
H: 3.59630 -0.46872 8.34217  0.1079
H: 2.36331 -1.71039 8.27564  0.0996
H: 1.96070 1.15172 9.30047  0.0769
H: 2.11358 -0.30156 10.29580  0.0731
H: 0.69817 -0.09334 9.26532  0.0650
C: 3.83443 -2.95794 -7.67015  -0.1108
C: 2.77882 -2.05369 -7.04983  -0.2726
C: 2.74797 -2.12256 -5.52238  -0.2339
C: 2.39683 -3.49467 -4.93817  -0.2272
C: 1.05163 -4.06834 -5.38920  -0.2671
C: -0.13536 -3.21331 -4.96776  -0.1178
H: 3.64713 -4.01078 -7.44803  0.0666
H: 3.83490 -2.84528 -8.75790  0.0727
H: 4.83187 -2.69960 -7.30450  0.0774
H: 1.79505 -2.29645 -7.46507  0.0989
H: 2.98782 -1.02029 -7.34632  0.1056
H: 2.03821 -1.37474 -5.15075  0.0901
H: 3.72832 -1.82331 -5.13360  0.1106
H: 2.40030 -3.41621 -3.84468  0.1042
H: 3.18539 -4.21080 -5.18965  0.1033
H: 0.93600 -5.06546 -4.95126  0.1062
H: 1.03804 -4.20734 -6.47419  0.1017
H: -0.16682 -3.10218 -3.87992  0.0583
H: -1.06945 -3.68364 -5.28627  0.0688
H: -0.09695 -2.21806 -5.41691  0.0654

Calculated values
- HOMO (eV) = -10.5
- gap between HOMO and LUMO (eV) = 7.0
- total energy (eV) = -77885.5451
- net charge = +1

Entry 3:
A cluster of 13 separate species, C31H51BN13O2S in total at a distorted geometry. Source: the Open Molecules 2025 dataset; level of theory: wB97M-V/def2-TZVPD.

Each line ends with the Löwdin charge.
Atoms and positions in Å:
C: 4.68565 1.26571 0.15272  -0.0839
C: 5.04245 1.34266 -1.32624  -0.3787
C: 5.14498 2.83460 -1.69465  -0.0784
C: 3.98906 0.72630 -2.26260  -0.3205
C: 4.64666 0.38308 -3.61367  -0.0654
C: 3.31135 -0.56485 -1.77843  -0.2252
O: 2.05446 -0.71480 -2.41159  -0.1333
B: 0.82500 -0.56220 -1.61745  -0.9527
S: 0.70305 1.05123 -0.50727  0.5996
N: -0.37187 -0.45291 -2.73051  0.1343
C: -0.12425 0.47199 -3.46424  -0.4735
O: 0.04206 1.39107 -4.19037  0.0860
H: 3.61530 1.38154 0.28194  0.0523
H: 5.14167 2.09696 0.67630  0.0424
H: 4.99763 0.33244 0.61351  0.0644
H: 6.03010 0.92188 -1.50822  0.1289
H: 5.98004 3.31458 -1.20079  0.0702
H: 4.21676 3.31062 -1.39118  0.0765
H: 5.21890 2.93980 -2.77364  0.0614
H: 3.20593 1.44519 -2.47984  0.1256
H: 5.42385 -0.33752 -3.40708  0.0243
H: 5.05045 1.25001 -4.12236  0.0681
H: 3.89085 -0.11575 -4.21643  0.0800
H: 3.23787 -0.63091 -0.69630  0.0965
H: 3.93400 -1.40044 -2.11634  0.1133
H: 0.59914 -1.49652 -0.88211  0.0456
H: 1.22412 2.07864 -1.18690  -0.2015
C: -2.92428 -0.45769 -5.58136  -0.0526
C: -4.32544 -0.67860 -5.90997  -0.2798
N: -5.42885 -0.85441 -6.17631  0.1230
H: -2.75296 -0.59710 -4.51432  0.0622
H: -2.30261 -1.16250 -6.12873  0.0920
H: -2.63456 0.55596 -5.85107  0.0911
C: 3.15733 3.69694 3.39231  -0.0936
C: 4.07046 4.21998 2.38514  -0.2980
N: 4.78243 4.61955 1.58137  0.1366
H: 2.35242 3.14620 2.90968  0.0684
H: 3.69402 3.02734 4.05593  0.0280
H: 2.73595 4.51997 3.96683  0.0764
C: -6.43493 1.29942 -3.40972  -0.0674
C: -5.91339 1.65598 -2.09816  -0.2738
N: -5.49825 1.89293 -1.05444  0.1347
H: -6.29431 2.12216 -4.10715  0.0900
H: -5.91602 0.42231 -3.79211  0.0506
H: -7.49662 1.07709 -3.34156  0.0509
C: -1.33030 3.35206 3.69034  -0.0480
C: -0.22125 2.80272 4.45655  -0.2503
N: 0.64686 2.35865 5.06362  0.1564
H: -1.61232 4.32144 4.09499  0.0832
H: -1.03278 3.46454 2.64877  0.0887
H: -2.18609 2.68347 3.74753  0.0779
C: -3.90607 -1.15277 -1.16454  -0.0665
C: -2.88521 -1.74232 -0.31550  -0.2696
N: -2.10783 -2.23891 0.35954  0.1581
H: -4.16310 -0.15530 -0.81761  0.0444
H: -3.52705 -1.08827 -2.18332  0.0629
H: -4.79631 -1.78097 -1.14560  0.0785
C: -1.23023 -2.38029 3.89238  -0.0796
C: -0.25516 -3.03647 4.75359  -0.2889
N: 0.47075 -3.60186 5.44154  0.1078
H: -1.44779 -1.38244 4.26960  0.0821
H: -0.84683 -2.29900 2.87581  0.0685
H: -2.14407 -2.96045 3.87482  0.0228
C: 6.47143 -3.33133 -4.64358  -0.0666
C: 7.13347 -2.08752 -4.28123  -0.2884
N: 7.65200 -1.10173 -4.00545  0.1423
H: 7.19077 -4.14768 -4.64161  0.0773
H: 5.68035 -3.54533 -3.92687  0.0832
H: 6.03390 -3.23858 -5.63528  0.0823
C: 6.00991 -0.43859 3.55811  -0.0880
C: 5.90197 0.99779 3.74361  -0.2678
N: 5.83976 2.12342 3.95856  0.1512
H: 6.02813 -0.90109 4.54111  0.0534
H: 5.15329 -0.82074 3.00810  0.0803
H: 6.92880 -0.67471 3.02380  0.0818
C: 3.22201 1.40429 7.00238  -0.0764
C: 3.59548 0.18112 6.30954  -0.2644
N: 3.86317 -0.79368 5.76535  0.1456
H: 2.40295 1.88437 6.46619  0.0220
H: 2.90411 1.17054 8.01660  0.0789
H: 4.07427 2.08059 7.03581  0.0793
C: -4.06890 -5.53258 2.54504  -0.0565
C: -4.20365 -4.10193 2.76853  -0.2638
N: -4.25593 -2.96473 2.91311  0.1555
H: -4.06590 -6.05683 3.49843  0.0832
H: -4.89889 -5.89091 1.93983  0.0810
H: -3.13379 -5.72882 2.02375  0.0902
C: -9.15430 -1.54314 -5.12743  -0.0686
C: -9.35695 -0.10224 -5.10452  -0.2885
N: -9.48194 1.03736 -5.07984  0.1333
H: -9.13932 -1.92928 -4.11025  0.0816
H: -9.96103 -2.02020 -5.67987  0.0797
H: -8.20274 -1.76402 -5.61010  0.0654
C: -6.55096 -0.11458 3.14209  -0.0736
C: -5.99634 1.16459 3.56035  -0.2853
N: -5.55605 2.16783 3.90407  0.1175
H: -5.80732 -0.89790 3.27750  0.0425
H: -7.43187 -0.34613 3.73776  0.0781
H: -6.83073 -0.06938 2.09129  0.0788

Calculated values
- HOMO (eV) = -5.0
- gap between HOMO and LUMO (eV) = 6.8
- total energy (eV) = -67953.0575
- net charge = -1

gap between HOMO and LUMO of number 1 (C31H51BBr2N4O4P)? 4.7 eV